(1)
The following is a quantum chemistry calculation of C4H9NO2 in the gas phase, from OMol25.

Geometry as XYZ:
```
16
Properties=species:S:1:pos:R:3:lowdin_charge:R:1
O -1.8703 0.6044 1.6306 0.009
O 0.3247 -0.9168 2.0836 -0.064
N -1.0415 0.3184 -0.5050 0.063
C -1.9348 0.7347 0.4169 -0.324
C 0.1986 -0.4517 -0.3292 -0.339
C 0.8926 -0.2128 1.0188 -0.252
C 1.1318 -0.0892 -1.4807 -0.062
H 1.9194 -0.5813 0.9175 0.123
H -0.5398 -0.4940 2.2369 0.051
H 2.0065 -0.7458 -1.4800 0.084
H 0.6364 -0.1960 -2.4531 0.077
H -2.7898 1.2576 -0.0481 0.134
H -1.3200 0.4771 -1.4625 0.128
H 0.9481 0.8720 1.2064 0.133
H -0.0403 -1.5225 -0.3690 0.150
H 1.4784 0.9459 -1.3831 0.088
```

## Properties
SMILES ... C[C@@H](CO)NC=O
HOMO ... -9.94 eV

***

(2)
The following is a quantum chemistry calculation of a molecular structure, C4H9NO2, from OMol25.

Geometry as XYZ:
```
16
Properties=species:S:1:pos:R:3:lowdin_charge:R:1
O -2.4121 1.2164 0.4015 0.093
O -0.3968 1.0322 -0.5709 -0.094
N 0.0626 -0.3144 -0.4852 -0.129
C 1.2631 -0.0355 0.4965 -0.207
C -1.7247 0.3207 -0.0338 -0.364
C -2.3228 -1.0707 -0.0692 -0.004
C 2.3333 0.9284 0.0362 -0.100
H 2.7127 0.6575 -0.9485 0.073
H -1.5808 -1.8516 -0.2122 0.069
H -2.8120 -1.2707 0.8833 0.093
H 1.6658 -1.0448 0.6112 0.101
H 1.9456 1.9431 -0.0008 0.070
H 3.1638 0.8964 0.7434 0.074
H 0.8004 0.2641 1.4355 0.111
H -3.0705 -1.1157 -0.8616 0.092
H 0.3724 -0.5555 -1.4255 0.122
```

## Properties
HOMO ... -9.26 eV

***

(3)
The following is a quantum chemistry calculation of C4H9NO2 in the gas phase, from OMol25.

Geometry as XYZ:
```
16
Properties=species:S:1:pos:R:3:lowdin_charge:R:1
O 1.1707 -0.9341 -1.6553 0.060
O -1.3315 1.8034 0.6264 -0.126
N 0.3222 -2.3584 -0.1258 0.124
C 0.3735 -1.1493 -0.7809 -0.572
C 1.0758 1.5285 0.1524 -0.009
C -0.2145 0.7577 0.6781 -0.317
C -0.7677 -0.2617 -0.2859 -0.118
H 0.9805 -3.0207 -0.6422 0.148
H -0.5008 -2.4736 0.5236 0.123
H -2.2017 1.4040 0.9231 0.101
H 2.0341 1.2850 0.7287 0.110
H -0.1800 0.3211 1.6984 0.140
H 1.1412 1.1855 -0.8285 0.025
H 0.7879 2.5888 0.0949 0.083
H -1.1717 0.2205 -1.1794 0.141
H -1.5179 -0.8967 0.0723 0.087
```

## Properties
SMILES ... C[C@@H](O)CC(N)=O
HOMO ... -9.71 eV

***

(4)
The following is a quantum chemistry calculation of C4H9NO2 in the gas phase, from OMol25.

Geometry as XYZ:
```
16
Properties=species:S:1:pos:R:3:lowdin_charge:R:1
O -0.1261 2.1932 0.5907 -0.050
O -0.5118 0.9582 -2.0256 0.002
N -1.1551 -0.3807 -0.2775 0.062
C 0.7219 1.0775 0.5234 -0.253
C -1.2592 0.1338 -1.5220 -0.342
C -0.0304 -0.2520 0.6556 -0.343
C 0.9255 -1.4322 0.4886 -0.054
H 1.4152 1.1384 1.3708 0.127
H 0.4165 -2.3844 0.6723 0.077
H -1.8708 -1.0415 -0.0170 0.135
H 1.7652 -1.3595 1.1881 0.082
H -0.4759 -0.2719 1.6582 0.145
H -0.4827 2.2999 -0.3030 0.072
H 1.3252 -1.4464 -0.5313 0.087
H -2.1410 -0.2582 -2.0642 0.134
H 1.3141 1.0790 -0.3988 0.120
```

## Properties
SMILES ... C[C@@H](CO)NC=O
HOMO ... -9.98 eV

***

(5)
The following is a quantum chemistry calculation of 2 unconnected molecules or ions with the total composition C4H9NO2, from OMol25.

Geometry as XYZ:
```
16
Properties=species:S:1:pos:R:3:lowdin_charge:R:1
O -1.4411 -1.2629 -0.7334 0.012
O 0.5870 1.2447 0.7874 0.005
N -2.6059 0.2239 0.5094 0.115
C -1.9121 -0.9370 0.3269 -0.410
C 1.2003 0.3047 -1.3717 -0.038
C 1.3363 0.3073 0.1203 -0.479
C 2.1485 -0.4686 0.8313 0.041
H -1.7638 -1.4952 1.2657 0.135
H 1.2611 1.3319 -1.7262 0.084
H -3.1828 0.3426 1.3239 0.094
H 2.8397 -1.1426 0.3531 0.053
H -2.8858 0.6914 -0.3388 0.105
H 0.2362 -0.1191 -1.6583 0.058
H -0.1764 1.4899 0.2539 0.080
H 2.3471 -0.2351 1.8678 0.059
H 2.0119 -0.2759 -1.8112 0.085
```

## Properties
SMILES ... C=C(C)O.NC=O
HOMO ... -8.54 eV

***

(6)
The following is a quantum chemistry calculation of C4H9NO2 in the gas phase, from OMol25.

Geometry as XYZ:
```
16
Properties=species:S:1:pos:R:3:lowdin_charge:R:1
O 1.8191 -0.8093 0.4796 -0.201
O -1.2717 -1.1155 -0.2624 -0.058
N -0.0020 0.8025 -0.7792 0.009
C -0.1867 -2.0260 0.0792 -0.089
C -0.9732 0.1704 -0.1299 -0.218
C 0.0492 2.2679 -0.7418 -0.049
C 0.7351 -1.2029 1.0739 -0.443
H 0.4349 -2.2265 -0.8126 0.123
H 0.9068 0.2875 -0.7732 0.130
H 0.5693 2.6419 0.1531 0.097
H 0.8076 -1.6644 2.0935 0.114
H -0.6673 -2.9656 0.4235 0.122
H -1.7844 0.7710 0.2827 0.157
H 0.5517 2.6512 -1.6389 0.090
H -0.0126 -0.2375 1.3145 0.130
H -0.9757 2.6554 -0.7620 0.086
```

## Properties
HOMO ... -8.21 eV

***

(7)
The following is a quantum chemistry calculation of C4H9NO2 in the gas phase, from OMol25.

Geometry as XYZ:
```
16
Properties=species:S:1:pos:R:3:lowdin_charge:R:1
O 0.0557 1.3230 1.5620 0.068
O 1.2060 2.7233 0.2812 0.111
N 0.7338 0.6407 -0.4813 0.105
C 0.4781 -1.6993 0.2447 -0.065
C 0.6258 1.5251 0.5020 -0.635
C -1.5329 -0.3189 -0.3583 -0.067
C -0.0634 -0.5822 -0.6151 -0.399
H 0.1046 -1.6458 1.2732 0.080
H -1.7506 -0.3693 0.7072 0.075
H -2.1434 -1.0326 -0.9168 0.080
H 0.0159 -0.9203 -1.6507 0.137
H 1.2835 0.9140 -1.2826 0.152
H 1.5632 -1.6446 0.3494 0.081
H 0.2278 -2.7143 -0.0651 0.078
H -1.9258 0.6461 -0.6825 0.085
H 1.1215 3.1552 1.1326 0.114
```

## Properties
SMILES ... CC(C)NC(=O)O
HOMO ... -9.96 eV

***

(8)
The following is a quantum chemistry calculation of C4H9NO2 in the gas phase, from OMol25.

Geometry as XYZ:
```
16
Properties=species:S:1:pos:R:3:lowdin_charge:R:1
O 2.2075 -0.9549 -0.3400 0.063
O 1.6978 -1.8618 1.6479 0.123
N -0.9373 -0.5867 1.3297 0.052
C 1.3766 -1.1370 0.7193 -0.464
C -1.1230 1.2735 -1.0011 -0.122
C 0.0358 0.3294 -0.8829 -0.198
C 0.2332 -0.1631 0.6258 -0.349
H -0.6891 -0.7582 2.2938 0.079
H -2.0311 0.6739 -0.8065 0.079
H 0.6521 0.6982 1.1615 0.157
H 0.9940 0.6135 -1.2507 0.104
H 1.8515 -1.5340 -1.0015 0.111
H -0.4477 -0.5699 -1.2381 0.114
H -0.9889 1.4544 -2.1111 0.096
H -1.3281 2.2391 -0.5940 0.061
H -1.5034 0.2835 1.4481 0.094
```

## Properties
SMILES ... CC[C@@H](N)C(=O)O
HOMO ... -9.86 eV

***

(9)
The following is a quantum chemistry calculation of 2 unconnected molecules or ions with the total composition C4H9NO2, from OMol25.

Geometry as XYZ:
```
16
Properties=species:S:1:pos:R:3:lowdin_charge:R:1
O 1.9986 1.1384 0.0099 -0.036
O -0.6720 1.4901 -0.2420 0.053
N 2.2540 -0.2528 -0.0675 -0.080
C 3.4742 -0.5623 -0.0010 -0.057
C -2.8636 0.6237 0.2393 -0.020
C -0.7760 -0.8296 -0.1634 -0.022
C -1.3793 0.5374 0.0065 -0.480
H -1.3096 -1.5605 0.4635 0.096
H 0.2631 -0.9206 -0.1397 0.019
H -3.2665 -0.1659 -0.3698 0.071
H 1.1041 1.1607 -0.2257 -0.020
H -0.8796 -1.1215 -1.1632 0.079
H -3.0458 1.7190 0.0872 0.100
H -3.1393 0.3239 1.3623 0.136
H 3.8383 -1.6194 0.0098 0.074
H 4.3995 0.0394 0.1938 0.085
```

## Properties
SMILES ... CC(C)=O.C=NO
HOMO ... -9.94 eV

***

(10)
The following is a quantum chemistry calculation of C4H9NO2 in the gas phase, from OMol25.

Geometry as XYZ:
```
16
Properties=species:S:1:pos:R:3:lowdin_charge:R:1
O 2.2277 0.0634 -1.1311 -0.109
O -1.9231 -0.1035 -1.7093 -0.029
N -2.2239 0.6121 0.4857 0.112
C -0.2957 -1.1237 0.0104 -0.070
C 0.8679 -0.3891 0.7762 -0.210
C 1.4816 0.6818 -0.0425 -0.292
C -1.5614 -0.1438 -0.4820 -0.421
H 0.6107 0.0271 1.8086 0.130
H -2.9291 1.2952 0.1635 0.111
H 1.6898 -1.0811 0.9677 0.110
H 0.7225 1.4277 -0.5843 0.147
H 2.2021 1.4192 0.4583 0.125
H -0.7134 -1.8112 0.6350 0.050
H 0.1092 -1.7275 -0.8601 0.131
H -2.3500 0.3322 1.4880 0.120
H 2.0850 0.5211 -1.9840 0.094
```

## Properties
SMILES ... NC(=O)CCCO
HOMO ... -9.72 eV

***

(11)
The following is a quantum chemistry calculation of C4H9NO2 in the gas phase, from OMol25.

Geometry as XYZ:
```
16
Properties=species:S:1:pos:R:3:lowdin_charge:R:1
O 1.0857 -1.1751 -0.4204 -0.052
O -0.6202 1.5666 -1.2960 -0.089
N -0.5383 -0.1754 0.8866 -0.008
C 0.6372 1.0159 -1.5728 -0.263
C 0.6442 -0.5151 -1.6212 -0.144
C -1.1032 -0.0886 2.2191 -0.119
C 0.4217 -0.9831 0.7167 -0.245
H -0.3613 -0.8681 -1.8776 0.133
H -2.1801 -0.2782 2.1769 0.078
H 1.3536 -0.8778 -2.3686 0.123
H 0.9281 1.3891 -2.5608 0.119
H 0.8307 -1.6261 1.5041 0.145
H -0.6519 -0.7957 2.9320 0.073
H -0.8965 1.1395 -0.4620 0.044
H 1.4137 1.3453 -0.8614 0.125
H -0.9634 0.9268 2.6055 0.080
```

## Properties
SMILES ... C/N=C/OCCO
HOMO ... -9.86 eV

***

(12)
The following is a quantum chemistry calculation of a molecular structure, C4H9NO2, from OMol25.

Geometry as XYZ:
```
16
Properties=species:S:1:pos:R:3:lowdin_charge:R:1
O 1.5608 -0.4256 0.5167 -0.210
O -1.0902 -1.2831 -0.7996 -0.066
N 0.0887 0.7167 -1.0425 -0.028
C 0.2090 2.1435 -0.7469 -0.069
C -0.4413 -1.9439 0.3007 -0.166
C -0.8930 0.0400 -0.4524 -0.228
C 0.2957 -0.8610 1.0512 -0.310
H -1.1914 -2.4344 0.9354 0.122
H 0.2409 -2.7026 -0.1013 0.125
H 1.3889 -1.2659 1.4498 0.176
H 1.0088 0.2046 -0.8304 0.115
H 0.4557 2.3178 0.3079 0.090
H -0.1360 -0.3240 1.8967 0.121
H 1.0108 2.5598 -1.3631 0.088
H -1.7835 0.5968 -0.1307 0.157
H -0.7238 2.6612 -0.9917 0.085
```

## Properties
HOMO (spin up / spin down) ... -7.71 / -7.72 eV

***

(13)
The following is a quantum chemistry calculation of 2 unconnected molecules or ions with the total composition C4H9NO2, from OMol25.

Geometry as XYZ:
```
16
Properties=species:S:1:pos:R:3:lowdin_charge:R:1
O 1.8356 1.2656 -1.1099 0.024
O -0.4880 0.6306 -0.0733 -0.090
N 2.1486 0.5785 1.0526 0.075
C -1.0537 -0.6168 -0.4566 -0.356
C -0.3778 -0.5032 0.8251 -0.103
C 2.5993 1.0081 -0.0541 -0.355
C -2.5413 -0.6689 -0.5481 -0.042
H 0.8940 1.0989 -0.8303 0.064
H -2.8665 -1.7127 -0.5036 0.085
H 0.6022 -0.9491 0.9501 0.085
H -2.8900 -0.2216 -1.4813 0.081
H 3.6494 1.2169 -0.2667 0.122
H -0.4910 -1.0942 -1.2614 0.148
H -0.9370 -0.3332 1.7419 0.121
H 2.8937 0.4269 1.7204 0.051
H -2.9775 -0.1257 0.2953 0.087
```

## Properties
SMILES ... C[C@@H]1CO1.[H]/N=C/O
HOMO ... -9.94 eV

***

(14)
The following is a quantum chemistry calculation of C4H9NO2 in the gas phase, from OMol25.

Geometry as XYZ:
```
16
Properties=species:S:1:pos:R:3:lowdin_charge:R:1
O -0.0914 1.1412 1.1756 -0.047
O -1.2935 -1.3638 -0.4641 -0.093
N 0.9749 -0.0279 -0.4933 -0.019
C 2.1711 -0.3699 -1.2253 -0.105
C 0.9715 0.8354 0.4277 -0.224
C -1.8448 -0.6803 0.6171 -0.276
C -1.4333 0.7830 0.7584 -0.144
H -2.0554 1.2240 1.5430 0.125
H 3.0614 0.1972 -0.9215 0.076
H 1.9952 -0.2148 -2.2945 0.082
H -0.3903 -0.9850 -0.5946 0.019
H -1.6316 1.2898 -0.1922 0.132
H -2.9301 -0.5942 0.4466 0.121
H 2.3682 -1.4386 -1.0832 0.084
H 1.8491 1.4229 0.7262 0.148
H -1.7210 -1.2190 1.5739 0.121
```

## Properties
SMILES ... C/N=C/OCCO
HOMO ... -9.71 eV

***

(15)
The following is a quantum chemistry calculation of C4H9NO2 in the gas phase, from OMol25.

Geometry as XYZ:
```
16
Properties=species:S:1:pos:R:3:lowdin_charge:R:1
O -0.0660 1.1548 1.0789 -0.044
O -1.2324 -1.3328 -0.6176 -0.098
N 1.0004 -0.0201 -0.5826 -0.022
C 1.0008 0.8361 0.3442 -0.222
C 2.1940 -0.3761 -1.3084 -0.101
C -1.4121 0.7866 0.6513 -0.136
C -1.8339 -0.6685 0.4451 -0.282
H -1.8004 -1.2462 1.3862 0.119
H -1.6138 1.3239 -0.2820 0.131
H 3.0790 0.1996 -1.0083 0.076
H 1.8945 1.3960 0.6462 0.148
H -0.3246 -0.9286 -0.7093 0.016
H 2.3938 -1.4427 -1.1524 0.086
H -2.9047 -0.5223 0.2204 0.120
H 2.0174 -0.2326 -2.3790 0.083
H -2.0408 1.1922 1.4503 0.125
```

## Properties
SMILES ... C/N=C/OCCO
HOMO ... -9.64 eV